[1]
ORCA calculation (ωB97M-V/def2-TZVPD) on a molecular structure, C12H17CuF3N2O4 in a non-equilibrium geometry.

Last column: Mulliken charge in e.
Element x y z (Å)
Cu 0.994 -0.965 0.560  0.474
O 3.062 -0.288 0.218  -0.990
H 3.440 0.458 0.698  0.141
O 1.298 -2.645 -0.735  -0.941
H 0.581 -2.485 -1.359  0.118
N 2.280 0.801 -2.068  0.136
C 1.386 0.210 -2.897  -0.529
C 0.901 1.171 -3.760  -0.405
C 1.581 2.382 -3.471  -0.505
C 2.461 2.093 -2.455  -0.559
H 2.744 0.337 -1.203  0.384
H 1.114 -0.825 -2.769  0.356
H 0.118 1.051 -4.495  0.405
H 1.383 3.342 -3.922  0.384
H 3.098 2.734 -1.867  0.376
N 1.294 -2.668 2.659  0.069
C 1.833 -1.667 3.422  -0.315
C 0.867 -0.725 3.630  -0.609
C -0.307 -1.176 2.960  -0.102
C -0.018 -2.391 2.387  -1.051
H 1.683 -3.589 2.580  0.224
H 2.854 -1.755 3.747  0.434
H 1.066 0.170 4.196  0.368
H -1.272 -0.702 3.036  0.605
H -0.623 -3.117 1.875  0.348
C -2.161 2.738 0.460  -1.149
C -2.851 1.511 1.016  0.152
O -3.143 0.525 0.042  -0.337
C -2.137 -0.213 -0.377  0.351
O -0.989 -0.054 -0.096  -0.063
C -2.575 -1.325 -1.352  0.704
F -2.042 -1.097 -2.549  -0.236
F -2.133 -2.501 -0.916  -0.227
F -3.907 -1.407 -1.471  -0.280
H -1.232 2.460 -0.037  0.266
H -1.948 3.481 1.229  0.373
H -2.779 3.260 -0.278  0.303
H -3.730 1.799 1.590  0.395
H -2.192 1.071 1.772  -0.069

## Properties
ΔE to the lowest compared entry with this formula, charge and spin in kcal/mol: 1.07
HOMO-LUMO gap in Ha: 0.21934
Total charge: -1
F_max in eV/A: 2.1
E in eV: -76681.762
M in u: 373.8

***

[2]
ORCA calculation (ωB97M-V/def2-TZVPD) on 2 unconnected molecules or ions with the total composition C5H11O2 in a non-equilibrium geometry.

Last column: Mulliken charge in e.
Element x y z (Å)
C -0.612 -1.658 -0.875  -2.389
C -1.504 -0.405 -0.919  -1.328
C 0.250 -2.105 0.313  -1.998
H -1.364 -2.468 -0.969  0.660
H 0.065 -1.574 -1.730  0.185
H -1.074 0.469 -1.407  0.351
H -1.918 -0.174 0.068  0.289
H 1.142 -1.524 0.522  0.664
H -0.455 -2.198 1.152  0.477
H -2.296 -0.573 -1.663  1.167
H 0.374 -3.193 0.094  0.853
C 0.934 2.037 0.098  -0.553
C 1.154 2.384 1.609  0.534
O 2.346 2.519 1.949  -0.746
O 0.097 2.517 2.291  -0.724
H 1.519 1.138 -0.066  0.199
H 1.460 2.888 -0.348  0.284
H -0.117 1.919 -0.121  0.076

## Properties
ΔE to the lowest compared entry with this formula, charge and spin in kcal/mol: 18.78
HOMO-LUMO gap (alpha / beta) in Ha: 0.10537 / 0.29616
Total charge: -2
Spin multiplicity: 2
⟨S²⟩: 0.751
F_max in eV/A: 2.0
E in eV: -9455.263
M in u: 103.1

***

[3]
ORCA calculation (ωB97M-V/def2-TZVPD) on a single C5H9N3 molecule in a non-equilibrium geometry.

Last column: Mulliken charge in e.
Element x y z (Å)
C 2.499 -0.427 -0.507  -1.092
C 1.038 -0.122 -0.361  0.717
C -1.127 0.138 -1.302  -0.566
C -1.523 -0.218 0.110  -0.167
C -1.943 0.473 1.345  -0.136
H 2.755 -1.300 0.132  0.296
H 3.131 0.409 -0.211  0.284
H 2.665 -0.703 -1.568  0.301
H -1.343 1.178 -1.539  0.230
H -1.619 -0.554 -2.018  0.347
H -1.313 -1.261 0.328  0.148
H -2.602 1.343 1.475  0.206
H -2.077 -0.187 2.263  0.248
H 1.199 0.598 1.468  0.325
N 0.300 -0.113 -1.412  -0.535
N -0.613 0.703 0.841  -0.237
N 0.573 0.041 0.954  -0.369

## Properties
ΔE to the lowest compared entry with this formula, charge and spin in kcal/mol: 88.99
HOMO-LUMO gap in Ha: 0.34393
F_max in eV/A: 2.7
E in eV: -9797.608
M in u: 111.1

***

[4]
ORCA calculation (ωB97M-V/def2-TZVPD) on a molecular structure, C49H82BCaN10OSSb2.

Last column: Mulliken charge in e.
Element x y z (Å)
Ca 0.174 0.530 -0.409  2.370
C -3.041 4.771 -1.911  -1.304
C -1.755 4.310 -1.308  0.324
C -0.677 5.093 -0.978  -1.166
C 0.303 4.220 -0.489  -1.181
N -0.155 2.961 -0.528  1.284
N -1.434 3.028 -1.028  0.405
B -2.459 1.870 -1.180  -2.632
N -2.114 0.893 -2.343  0.322
N -0.848 0.480 -2.677  0.700
C -0.925 -0.002 -3.920  -0.672
C -2.238 0.094 -4.394  -0.982
C -2.959 0.663 -3.377  0.225
C -4.423 0.949 -3.349  -1.570
C 0.245 -0.474 -4.751  2.931
C 0.442 0.548 -5.884  -2.052
C -0.008 -1.853 -5.369  -2.009
C 1.503 -0.530 -3.910  -0.624
N -2.849 1.164 0.147  1.187
N -2.072 0.310 0.890  1.132
C -2.869 -0.158 1.865  -0.996
C -4.141 0.417 1.763  -0.971
C -4.092 1.248 0.670  0.316
C -5.194 2.126 0.173  -1.228
C -2.454 -1.101 2.976  3.058
C -1.826 -2.360 2.406  -0.567
C -3.687 -1.521 3.779  -2.557
C -1.476 -0.398 3.923  -1.568
C 1.615 4.719 0.101  2.944
C 2.132 5.894 -0.743  -2.044
C 2.726 3.680 0.184  -0.716
C 1.325 5.238 1.518  -1.868
H -2.981 5.844 -2.086  0.478
H -3.235 4.281 -2.866  0.178
H -3.894 4.581 -1.260  0.077
H -0.615 6.162 -1.086  0.581
H -3.458 2.403 -1.520  -0.440
H -2.616 -0.219 -5.354  0.614
H -4.872 0.606 -4.279  0.507
H -4.911 0.428 -2.523  0.170
H -4.631 2.014 -3.241  0.221
H -0.425 0.578 -6.544  0.447
H 0.587 1.551 -5.476  0.312
H 1.317 0.284 -6.481  0.474
H -0.984 -1.923 -5.850  0.353
H 0.754 -2.054 -6.125  0.531
H 0.067 -2.638 -4.614  0.216
H 1.725 0.471 -3.565  -0.520
H 1.385 -1.173 -3.036  -0.724
H 2.344 -0.905 -4.499  0.922
H -4.992 0.255 2.401  0.707
H -6.067 1.980 0.806  0.576
H -4.915 3.180 0.224  0.062
H -5.476 1.908 -0.855  0.080
H -1.478 -3.022 3.198  0.721
H -0.991 -2.111 1.753  -1.142
H -2.552 -2.917 1.827  0.198
H -4.429 -2.010 3.144  0.420
H -3.387 -2.230 4.553  0.428
H -4.158 -0.670 4.273  0.501
H -0.579 -0.082 3.393  -0.438
H -1.947 0.478 4.378  0.431
H -1.182 -1.076 4.727  0.711
H 2.258 5.603 -1.788  0.379
H 1.467 6.755 -0.706  0.409
H 3.103 6.214 -0.359  0.435
H 3.182 3.525 -0.789  0.014
H 3.507 4.049 0.853  0.620
H 2.377 2.730 0.576  -0.813
H 0.514 5.969 1.508  0.264
H 1.053 4.421 2.186  0.378
H 2.217 5.723 1.922  0.594
C 3.016 2.447 -2.957  -1.763
C 3.179 1.281 -2.011  -0.043
O 2.291 0.931 -1.228  0.928
N 4.348 0.635 -2.091  0.067
C 4.682 -0.519 -1.268  -0.585
C 4.424 -1.830 -1.975  0.453
C 5.414 -2.445 -2.731  -0.976
C 5.117 -3.626 -3.393  -0.637
C 3.841 -4.151 -3.274  -1.095
C 2.924 -3.474 -2.484  0.250
N 3.199 -2.343 -1.841  0.715
H 2.037 2.896 -2.803  0.088
H 3.102 2.105 -3.989  0.564
H 3.791 3.194 -2.786  0.545
H 5.015 0.951 -2.776  0.296
H 4.063 -0.464 -0.379  -0.380
H 5.729 -0.439 -0.977  0.682
H 6.402 -2.006 -2.791  0.530
H 5.869 -4.130 -3.984  0.417
H 3.560 -5.070 -3.770  0.512
H 1.916 -3.861 -2.364  0.101
C 3.897 -2.352 1.639  -1.554
Sb 1.762 -2.186 1.444  0.163
C 1.488 -2.405 3.557  -0.810
C 1.508 -4.277 0.876  -1.141
C 0.248 -4.947 1.346  0.796
C 0.225 -5.423 2.661  -0.511
C -0.877 -6.063 3.198  -0.894
C -1.996 -6.263 2.405  -0.845
C -1.980 -5.826 1.094  -0.538
C -0.882 -5.159 0.541  0.882
C -0.981 -4.748 -0.895  -1.818
Sb -1.764 -2.733 -1.197  0.563
C -2.459 -3.136 -3.185  -1.481
C -3.744 -3.046 -0.417  -1.433
H 4.104 -3.064 2.438  0.654
H 4.335 -1.391 1.908  0.394
H 4.343 -2.721 0.719  0.325
H 2.271 -3.049 3.955  0.635
H 0.518 -2.826 3.799  0.248
H 1.565 -1.414 3.999  -0.112
H 2.374 -4.788 1.302  0.892
H 1.621 -4.297 -0.207  -0.193
H 1.112 -5.297 3.271  0.385
H -0.854 -6.418 4.220  0.438
H -2.864 -6.780 2.795  0.435
H -2.837 -6.024 0.460  0.424
H -1.656 -5.424 -1.421  0.752
H -0.015 -4.791 -1.401  0.731
H -2.832 -4.160 -3.231  0.650
H -1.694 -2.993 -3.941  0.189
H -3.280 -2.451 -3.397  0.395
H -4.362 -3.474 -1.206  0.675
H -4.162 -2.088 -0.105  0.177
H -3.744 -3.723 0.434  0.467
C 3.560 1.625 6.458  -1.517
C 3.065 1.449 5.035  -0.011
N 1.756 2.075 4.893  -0.169
C 1.019 2.077 3.769  -0.209
S 1.557 1.206 2.416  -0.171
N -0.119 2.784 3.826  0.115
C -1.124 2.913 2.776  2.082
C -1.934 4.180 2.975  -1.783
H 4.539 1.162 6.572  0.409
H 2.882 1.156 7.172  0.370
H 3.661 2.682 6.715  0.380
H 2.985 0.392 4.781  0.088
H 3.760 1.896 4.320  0.306
H 1.435 2.625 5.675  0.270
H -0.365 3.189 4.718  0.285
H -1.777 2.042 2.780  -0.700
H -0.610 2.932 1.819  -0.864
H -2.468 4.169 3.929  0.517
H -2.678 4.261 2.183  0.282
H -1.300 5.066 2.940  0.287

## Properties
ΔE to the lowest compared entry with this formula, charge and spin in kcal/mol: 2.58
HOMO-LUMO gap in Ha: 0.30394
Total charge: +1
F_max in eV/A: 0.5
E in eV: -112121.284
M in u: 1153.7

***

[5]
ORCA calculation (ωB97M-V/def2-TZVPD) on a molecular structure, H19NaO10 in a non-equilibrium geometry.

Last column: Mulliken charge in e.
Element x y z (Å)
Na -9.793 -22.045 2.383  0.889
O -9.134 -22.460 4.608  -0.923
H -10.064 -22.184 4.724  0.200
O -8.108 -23.709 1.773  -0.586
H -7.293 -24.069 1.423  0.308
H -8.128 -24.002 2.684  0.319
O -11.375 -22.413 7.952  -0.672
H -10.539 -22.281 7.505  0.405
H -11.173 -23.019 8.665  0.292
O -8.090 -20.517 3.143  -0.685
H -7.136 -20.586 3.102  0.330
H -8.358 -21.233 3.718  0.620
O -9.424 -20.798 6.583  -0.703
H -9.153 -21.118 5.723  0.265
H -10.198 -20.262 6.407  0.300
O -6.893 -23.931 4.360  -0.689
H -7.583 -23.267 4.335  0.284
H -6.739 -24.080 5.293  0.266
O -8.641 -23.591 7.143  -0.661
H -8.867 -23.167 6.316  0.171
H -7.747 -23.910 7.014  0.268
O -6.412 -21.028 6.131  -0.645
H -7.356 -21.177 6.181  0.349
H -6.310 -20.088 6.279  0.286
O -10.449 -24.474 3.597  -0.678
H -9.969 -23.873 4.166  0.363
H -10.198 -25.346 3.902  0.304
O -11.796 -21.070 3.275  -0.528
H -12.102 -20.374 2.695  0.277
H -12.518 -21.208 3.887  0.274

## Properties
ΔE to the lowest compared entry with this formula, charge and spin in kcal/mol: 0.00
HOMO-LUMO gap in Ha: 0.36576
F_max in eV/A: 1.5
E in eV: -25201.799
M in u: 202.1

***

[6]
ORCA calculation (ωB97M-V/def2-TZVPD) on a single C10H7N3O2 molecule in a non-equilibrium geometry.

Last column: Mulliken charge in e.
Element x y z (Å)
C 3.415 -0.574 0.379  -0.590
C 2.606 -1.685 0.113  -0.422
C 2.826 0.685 0.234  -0.699
C 1.166 -1.639 0.100  -0.568
C 1.431 0.771 0.392  0.376
C 0.588 -0.360 0.137  0.595
C -0.598 1.474 0.211  0.713
C -1.761 2.324 -0.055  -0.446
C -2.899 1.758 -0.291  -0.453
C -1.881 -0.444 -0.553  -0.838
N 0.579 1.872 0.386  -0.723
N -0.678 0.085 -0.145  0.258
N -2.747 -1.259 0.214  1.058
O -3.620 -1.764 -0.447  -0.605
O -2.385 -1.312 1.382  -0.589
H 4.426 -0.825 0.320  0.412
H 3.017 -2.644 0.066  0.421
H 3.404 1.607 0.303  0.344
H 0.703 -2.548 -0.267  0.344
H -1.602 3.396 -0.110  0.422
H -3.851 1.412 -0.702  0.435
H -2.142 -0.331 -1.666  0.555

## Properties
ΔE to the lowest compared entry with this formula, charge and spin in kcal/mol: 66.66
HOMO-LUMO gap (alpha / beta) in Ha: 0.26513 / 0.28181
F_max in eV/A: 4.7
E in eV: -19040.949
M in u: 201.2

***

> Among the records above, which one has the highest M?

C49H82BCaN10OSSb2

***

What did the third record say?
ORCA calculation (ωB97M-V/def2-TZVPD) on a single C5H9N3 molecule in a non-equilibrium geometry.

Last column: Mulliken charge in e.
Element x y z (Å)
C 2.499 -0.427 -0.507  -1.092
C 1.038 -0.122 -0.361  0.717
C -1.127 0.138 -1.302  -0.566
C -1.523 -0.218 0.110  -0.167
C -1.943 0.473 1.345  -0.136
H 2.755 -1.300 0.132  0.296
H 3.131 0.409 -0.211  0.284
H 2.665 -0.703 -1.568  0.301
H -1.343 1.178 -1.539  0.230
H -1.619 -0.554 -2.018  0.347
H -1.313 -1.261 0.328  0.148
H -2.602 1.343 1.475  0.206
H -2.077 -0.187 2.263  0.248
H 1.199 0.598 1.468  0.325
N 0.300 -0.113 -1.412  -0.535
N -0.613 0.703 0.841  -0.237
N 0.573 0.041 0.954  -0.369

## Properties
ΔE to the lowest compared entry with this formula, charge and spin in kcal/mol: 88.99
HOMO-LUMO gap in Ha: 0.34393
F_max in eV/A: 2.7
E in eV: -9797.608
M in u: 111.1

***

> Which formula does entry 6 have?

C10H7N3O2